No. 1
ORCA calculation (the ωB97M-V functional and the def2-TZVPD basis) on a structure of composition C19H26CrN4O6Se.

CARTESIAN COORDINATES (ANGSTROEM)
1 Cr 0.3303 0.2466 0.4053
2 O -0.3343 0.7022 -2.9314
3 C -1.6786 0.7019 -2.5286
4 C -1.9647 1.7520 -1.4718
5 N -1.5614 1.4525 -0.0776
6 C -1.0420 2.7057 0.5136
7 C 0.5246 2.6683 0.4858
8 O 1.1111 3.7950 0.5139
9 O 0.8651 1.7013 -0.6778
10 C -2.6233 0.7815 0.6567
11 C -2.1264 0.0174 1.9014
12 O -2.8776 -0.0949 2.8657
13 O -0.9666 -0.5057 1.7882
14 H 0.1953 1.0996 -2.1870
15 H -1.9744 -0.2951 -2.1759
16 H -2.2935 0.9416 -3.4103
17 H -3.0397 1.9996 -1.4654
18 H -1.4344 2.6536 -1.7803
19 H -1.3561 2.7646 1.5566
20 H -1.4329 3.5785 -0.0215
21 H -3.0254 0.0032 -0.0030
22 H -3.4452 1.4580 0.9330
23 O 3.2484 -0.8048 0.6260
24 C 2.1623 -0.4695 0.5674
25 C 2.8250 2.4717 2.6789
26 C 1.3740 1.9784 2.8331
27 C 0.5493 3.0757 3.5329
28 C 1.3502 0.7233 3.7103
29 N 0.8009 1.6481 1.5583
30 H 3.2578 2.7480 3.6493
31 H 2.8354 3.3213 1.9999
32 H 3.4386 1.6774 2.2498
33 H 0.9936 3.3376 4.4993
34 H -0.4673 2.7174 3.7105
35 H 0.5155 3.9636 2.9023
36 H 1.7416 0.9550 4.7066
37 H 1.9818 -0.0594 3.2839
38 H 0.3386 0.3295 3.7962
39 C 0.5903 -3.2797 2.0716
40 N -0.7277 -3.3643 1.5236
41 C -1.0599 -3.1211 0.1792
42 Se -0.1192 -2.0035 -1.0064
43 N -2.4704 -3.1490 0.1963
44 C -2.9625 -3.4867 1.4209
45 C -4.2381 -3.7230 1.8943
46 C -4.3805 -4.0678 3.2519
47 C -3.2856 -4.1773 4.0829
48 C -1.9816 -3.9532 3.6039
49 C -1.8380 -3.6109 2.2718
50 H 1.2790 -3.0321 1.2651
51 H 0.8921 -4.2347 2.5188
52 H 0.6308 -2.4927 2.8314
53 H -3.0073 -2.9388 -0.6224
54 H -5.1041 -3.6077 1.2537
55 H -5.3736 -4.2340 3.6540
56 H -3.4321 -4.4242 5.1277
57 H -1.1236 -4.0040 4.2604

The largest force on an atom comes out at 0.0203 hartree/bohr. Its total energy is -4856.00032 Eh. The charge is -2. The spin multiplicity is 5. For the HOMO energy (spin up / spin down), the calculation gives 0.65 / -1.17 eV. The value obtained for the energy above the lowest of the compared OMol25 structures with the same formula, charge and spin is 394.4 kJ/mol.

***

No. 2
ORCA calculation (the ωB97M-V functional and the def2-TZVPD basis) on a cluster of 2 separate species, C19H26F2N2O4 in total.

CARTESIAN COORDINATES (ANGSTROEM)
1 C 1.4891 2.1529 2.4846
2 C 3.0777 2.2143 2.8893
3 F 3.7050 3.2595 1.9995
4 C 3.8785 0.7667 2.6516
5 N 3.3315 0.1898 1.3640
6 C 3.5243 0.5852 -0.0836
7 C 2.5729 -0.5223 -0.8368
8 C 2.5567 -0.4158 -2.4727
9 C 2.6124 -1.8642 -3.2544
10 F 1.4467 0.4781 -2.9347
11 N 1.8591 -1.4747 0.1227
12 C 0.9071 -2.5882 -0.2550
13 C -0.4976 -2.6026 0.6308
14 C -0.3087 -3.8253 1.7366
15 O -0.8065 -1.3133 1.2692
16 C -2.2434 -1.1505 1.5399
17 C -2.9027 -0.4108 0.2307
18 C -4.5521 -0.2495 0.2270
19 C -5.2429 0.5293 -1.0586
20 C -4.2318 1.0598 -2.2460
21 C -2.5921 0.8860 -2.2582
22 C -1.9018 0.1451 -0.9618
23 C 2.3921 -0.9991 1.4632
24 H 1.3136 2.0422 1.3133
25 H 0.8782 3.1094 2.8222
26 H 0.9252 1.2324 2.9863
27 H 3.1344 2.5776 4.0157
28 H 5.0325 0.9375 2.5511
29 H 3.5906 0.0185 3.5350
30 H 4.1804 1.4652 -0.4904
31 H 3.5605 0.1534 -2.7771
32 H 1.6958 -1.9808 -3.9826
33 H 3.6053 -1.8894 -3.9164
34 H 2.6957 -2.7681 -2.5112
35 H 1.4010 -3.6500 -0.1791
36 H 0.5541 -2.4524 -1.3865
37 H -1.3975 -2.9542 -0.0702
38 H 0.6014 -3.5212 2.4429
39 H -1.2807 -4.0620 2.3480
40 H 0.0324 -4.8493 1.2327
41 H -2.3330 -0.3693 2.4376
42 H -2.7966 -2.1188 1.8942
43 H -5.1741 -0.6599 1.1523
44 H -6.4107 0.6767 -1.0679
45 H -4.7111 1.6165 -3.1593
46 H -1.8868 1.2563 -3.1362
47 H -0.7266 0.0501 -0.9564
48 H 1.9962 -1.5538 2.4158
49 C -3.3785 4.8902 -1.7427
50 O -4.4476 4.2540 -1.5808
51 O -2.5412 4.2138 -2.5162
52 O -3.0020 6.0026 -1.3105
53 H -3.1843 3.4821 -2.6110

The largest force on an atom comes out at 0.1467 hartree/bohr. Its total energy is -1349.07608 Eh. The charge is 0. For the HOMO energy, the calculation gives -5.55 eV.

***

No. 3
ORCA calculation (the ωB97M-V functional and the def2-TZVPD basis) on a structure of composition C19H26F5N6O13P2TaTe.

CARTESIAN COORDINATES (ANGSTROEM)
1 Ta -0.1097 -0.0105 -0.4075
2 N 2.0066 0.7364 -0.5836
3 C 3.0410 -0.3162 -0.5674
4 C 2.5271 -1.4921 0.2145
5 O 3.2694 -2.3299 0.6862
6 N 1.1724 -1.4593 0.3349
7 C 0.5829 -2.3590 1.3065
8 C -0.5432 -1.5961 1.9819
9 O -1.2574 -2.0448 2.8345
10 O -0.6601 -0.3607 1.4824
11 H 2.0840 1.2566 -1.4549
12 H 2.1015 1.3627 0.2122
13 H 3.9762 0.0296 -0.1308
14 H 3.2272 -0.6227 -1.5929
15 H 1.3318 -2.6868 2.0267
16 H 0.1535 -3.2431 0.8313
17 N -4.7884 -1.4984 -2.3774
18 C -3.7873 -1.2106 -1.2842
19 C -4.4278 -1.5134 0.0710
20 P -3.4120 0.5714 -1.3697
21 O -2.9144 0.6434 -2.9040
22 O -4.6626 1.3169 -1.1608
23 O -2.2324 0.7256 -0.4173
24 P -2.3497 -2.3036 -1.4851
25 O 0.1145 -3.1398 -2.4130
26 O -2.8135 -3.6921 -1.3658
27 O -1.3316 -1.6811 -0.5406
28 H -5.6045 -0.8934 -2.2402
29 H -5.0588 -2.4854 -2.3496
30 H -4.3758 -1.2833 -3.2898
31 H -5.2950 -0.8713 0.2326
32 H -3.7053 -1.3049 0.8611
33 H -4.7038 -2.5670 0.1356
34 H -2.8582 1.5567 -3.2138
35 H -0.2887 -3.9199 -2.8163
36 N -0.1306 1.7638 -2.0568
37 C -0.0827 2.8845 -2.3278
38 N -0.0218 4.1554 -2.6179
39 C -1.2282 4.9922 -2.6506
40 C -0.9914 6.1074 -3.6511
41 O 0.1740 6.8398 -3.3257
42 C 1.3262 6.0194 -3.3607
43 C 1.2225 4.8959 -2.3468
44 H -1.4107 5.3956 -1.6515
45 H -2.0821 4.3823 -2.9422
46 H -1.8227 6.8100 -3.6288
47 H -0.9016 5.6911 -4.6630
48 H 2.1766 6.6575 -3.1269
49 H 1.4585 5.6020 -4.3673
50 H 1.1851 5.2905 -1.3287
51 H 2.0664 4.2136 -2.4397
52 O -1.7976 -1.9559 -2.9485
53 C -0.3601 -1.9956 -3.0567
54 N 0.2929 -0.8407 -2.4635
55 C 1.1399 -0.3079 -3.4118
56 O 1.9613 0.5888 -3.2727
57 C 0.9145 -0.9932 -4.7169
58 C 1.4765 -0.7565 -5.9580
59 C 1.0496 -1.5534 -7.0121
60 C 0.0940 -2.5504 -6.8140
61 C -0.4563 -2.7803 -5.5581
62 C -0.0199 -1.9766 -4.5229
63 H 2.2176 0.0205 -6.0905
64 H 1.4605 -1.4029 -8.0019
65 H -0.2222 -3.1555 -7.6540
66 H -1.1998 -3.5536 -5.4083
67 F -0.4970 3.3852 2.7328
68 Te -1.3599 3.0566 1.1233
69 F -2.6731 4.2682 1.6139
70 F -0.3401 4.5380 0.5751
71 F -2.3882 1.8805 2.0973
72 F -2.1403 3.3490 -0.5857
73 O -0.0614 1.8995 0.5197

The largest force on an atom comes out at 0.0253 hartree/bohr. Its total energy is -3553.84051 Eh. The charge is 0. For the HOMO energy, the calculation gives -9.08 eV. The value obtained for the energy above the lowest of the compared OMol25 structures with the same formula, charge and spin is 186.5 kJ/mol.

***

No. 4
ORCA calculation (the ωB97M-V functional and the def2-TZVPD basis) on a structure of composition C19H26F5N6O13P2TaTe.

CARTESIAN COORDINATES (ANGSTROEM)
1 Ta -1.1610 -0.7971 -1.5485
2 N -2.3934 0.6340 -2.8098
3 C -1.6087 1.3015 -3.8663
4 C -0.5929 0.2898 -4.3644
5 O -0.2016 0.2931 -5.5118
6 N -0.2497 -0.6384 -3.4128
7 C 0.0302 -1.9769 -3.9302
8 C -1.1696 -2.8499 -3.5373
9 O -1.1768 -4.0606 -3.7022
10 O -2.0968 -2.1890 -2.9056
11 H -3.0827 0.0091 -3.2226
12 H -2.8837 1.2885 -2.2070
13 H -1.1002 2.1623 -3.4422
14 H -2.2272 1.6112 -4.7062
15 H 0.9210 -2.4166 -3.4791
16 H 0.1696 -1.9475 -5.0103
17 N -1.3107 -5.2071 1.4800
18 C -0.5592 -3.8937 1.2734
19 C 0.5562 -3.8701 2.3077
20 P -1.8973 -2.6769 1.6660
21 O -2.9787 -3.2153 0.6349
22 O -2.2347 -2.8702 3.0785
23 O -1.4036 -1.2671 1.1478
24 P 0.0307 -3.9121 -0.4919
25 O -1.0298 -4.9361 -1.1097
26 O 1.4215 -4.3398 -0.6055
27 O -0.4110 -2.5514 -1.0933
28 H -1.8237 -5.1514 2.3671
29 H -0.6500 -5.9844 1.5080
30 H -1.9558 -5.3516 0.6944
31 H 0.1422 -4.0694 3.2977
32 H 1.0294 -2.8950 2.3202
33 H 1.3230 -4.6015 2.0468
34 H -3.3725 -2.5363 0.0556
35 H -1.2259 -4.7595 -2.0658
36 N 0.0639 0.9207 1.8817
37 C 0.5296 1.9786 1.9713
38 N 1.0836 3.1626 2.0630
39 C 1.1042 3.8241 3.3790
40 C -0.0779 4.7708 3.4885
41 O -0.0660 5.6985 2.4185
42 C -0.2068 5.0389 1.1699
43 C 0.9553 4.0929 0.9240
44 H 2.0410 4.3794 3.4489
45 H 1.0834 3.0623 4.1566
46 H -0.0187 5.3472 4.4108
47 H -1.0145 4.1986 3.4828
48 H -0.2274 5.8126 0.4038
49 H -1.1510 4.4830 1.1435
50 H 1.8934 4.6466 0.8557
51 H 0.8078 3.5214 0.0085
52 O 0.5476 1.8428 -1.9340
53 C 1.2270 1.0737 -1.2778
54 N 0.8088 -0.1754 -0.8745
55 C 1.7515 -0.7116 0.0018
56 O 1.6544 -1.7318 0.6341
57 C 2.9036 0.2444 0.0637
58 C 4.0911 0.1740 0.7598
59 C 4.9747 1.2405 0.6139
60 C 4.6651 2.3280 -0.2009
61 C 3.4583 2.3869 -0.8926
62 C 2.5934 1.3233 -0.7361
63 H 4.3226 -0.6783 1.3845
64 H 5.9219 1.2250 1.1372
65 H 5.3778 3.1367 -0.2983
66 H 3.2083 3.2253 -1.5299
67 F -2.1945 2.3400 1.7511
68 Te -2.4093 0.5237 1.2785
69 F -3.0071 -1.1082 -0.9146
70 F -3.9452 1.3113 0.5305
71 F -2.2442 0.3695 3.1178
72 F -3.7814 -0.7271 1.6373
73 O -1.5509 0.8247 -0.3136

The largest force on an atom comes out at 0.0153 hartree/bohr. Its total energy is -3553.82593 Eh. The charge is 0. For the HOMO energy, the calculation gives -9.25 eV. The value obtained for the energy above the lowest of the compared OMol25 structures with the same formula, charge and spin is 224.8 kJ/mol.